1.
{"formula": "C24H14CaF6IN10S5Sb", "method": "wB97M-V/def2-TZVPD", "elements": ["Ca", "S", "Sb", "S", "S", "S", "N", "C", "C", "C", "C", "C", "N", "C", "H", "H", "H", "H", "I", "C", "C", "N", "N", "C", "H", "H", "H", "C", "N", "C", "N", "S", "H", "H", "H", "H", "H", "H", "F", "C", "C", "F", "C", "C", "C", "F", "C", "C", "C", "N", "C", "N", "F", "C", "C", "N", "C", "N", "F", "C", "F", "H"], "coordinates": [[-2.05, 0.14, 0.99], [-4.26, 4.79, 1.96], [-2.24, 3.56, 1.84], [-2.30, 1.88, 3.44], [-2.01, 2.56, -0.25], [-0.58, 5.07, 2.27], [2.68, -1.96, 6.15], [2.30, -1.20, 5.38], [1.81, -0.25, 4.42], [2.18, 1.09, 4.49], [1.69, 1.96, 3.54], [0.83, 1.46, 2.57], [0.45, 0.18, 2.51], [0.94, -0.66, 3.41], [2.84, 1.43, 5.27], [1.92, 3.01, 3.54], [0.44, 2.12, 1.81], [0.64, -1.70, 3.33], [-4.71, -4.62, 4.82], [-3.58, -3.06, 4.11], [-2.88, -2.14, 4.86], [-2.28, -1.32, 3.98], [-2.57, -1.63, 2.71], [-3.36, -2.69, 2.77], [-2.78, -2.02, 5.92], [-1.85, -0.42, 4.16], [-3.74, -3.13, 1.86], [-2.33, 0.50, -3.46], [-2.11, -0.72, -2.72], [-2.96, -1.22, -1.81], [-4.15, -0.61, -1.66], [-2.54, -2.53, -0.83], [-1.50, 0.64, -4.15], [-2.38, 1.38, -2.80], [-3.25, 0.44, -4.04], [-1.18, -1.11, -2.69], [-4.23, 0.38, -1.86], [-4.66, -0.89, -0.83], [5.37, 0.34, -1.31], [4.52, 0.18, -2.34], [5.06, 0.20, -3.60], [6.39, 0.36, -3.70], [4.29, 0.06, -4.79], [2.90, -0.05, -4.54], [2.36, -0.07, -3.29], [1.01, -0.18, -3.18], [3.13, 0.02, -2.10], [2.54, -0.05, -0.82], [1.15, -0.14, -0.63], [0.03, -0.23, -0.38], [3.27, -0.09, 0.40], [3.80, -0.18, 1.42], [2.05, -0.14, -5.59], [4.85, 0.04, -6.08], [6.24, 0.20, -6.34], [7.35, 0.34, -6.63], [4.09, -0.18, -7.26], [3.54, -0.37, -8.25], [-5.30, -0.93, 0.93], [-4.60, 0.33, 1.06], [-5.28, 1.09, 0.07], [-5.05, 0.74, 1.97]], "homo_energy_ev": [-3.162, -3.163], "orbital_gap_ev": [4.4, 5.3], "de_lowest_kj_mol": 77.8, "total_charge": -2}

2.
{"formula": "C24H14Cl3N4O6P", "method": "wB97M-V/def2-TZVPD", "elements": ["Cl", "C", "C", "C", "C", "P", "C", "C", "C", "C", "Cl", "C", "C", "C", "C", "C", "C", "Cl", "C", "C", "C", "C", "H", "H", "H", "H", "H", "H", "H", "H", "H", "H", "H", "H", "O", "N", "O", "C", "C", "C", "N", "O", "O", "C", "C", "N", "O", "O", "N", "C", "H", "H"], "coordinates": [[-4.35, -2.70, 3.35], [-3.04, -2.02, 2.47], [-3.30, -1.24, 1.33], [-2.23, -0.65, 0.65], [-0.91, -0.93, 1.04], [0.39, -0.06, 0.09], [0.40, 1.62, 0.87], [1.40, 2.53, 0.44], [1.55, 3.77, 1.08], [0.79, 4.05, 2.22], [1.00, 5.54, 3.03], [-0.14, 3.12, 2.71], [-0.34, 1.91, 2.04], [1.94, -0.77, 0.88], [2.35, -2.04, 0.45], [3.41, -2.68, 1.09], [4.02, -2.11, 2.21], [5.27, -2.91, 3.03], [3.59, -0.85, 2.68], [2.56, -0.18, 2.01], [-0.66, -1.72, 2.19], [-1.73, -2.25, 2.91], [-4.31, -1.09, 1.00], [-2.45, 0.05, -0.15], [2.09, 2.27, -0.35], [2.25, 4.49, 0.69], [-0.71, 3.33, 3.61], [-1.02, 1.17, 2.45], [1.83, -2.56, -0.37], [3.76, -3.65, 0.74], [4.05, -0.39, 3.54], [2.21, 0.79, 2.40], [0.36, -1.87, 2.54], [-1.53, -2.84, 3.80], [-4.14, 0.17, -5.03], [-3.14, 0.92, -4.94], [-3.05, 1.99, -5.58], [-2.04, 0.56, -3.99], [-1.04, 1.44, -3.57], [-0.14, 1.10, -2.53], [1.15, 1.71, -2.74], [1.17, 2.66, -3.56], [2.21, 1.27, -2.22], [-0.03, -0.22, -1.72], [-1.12, -1.06, -2.33], [-1.14, -2.43, -2.25], [-0.56, -3.27, -1.55], [-2.15, -2.87, -3.19], [-2.64, -1.83, -3.91], [-2.00, -0.72, -3.39], [-0.83, 2.31, -4.19], [0.97, -0.84, -1.95]], "homo_energy_ev": -8.048, "orbital_gap_ev": 7.2}

3.
{"formula": "C24H15Cl2F3N4O2", "method": "wB97M-V/def2-TZVPD", "elements": ["C", "N", "C", "C", "C", "C", "C", "C", "N", "C", "C", "C", "C", "C", "C", "C", "F", "F", "F", "C", "C", "H", "H", "H", "H", "H", "H", "H", "H", "H", "H", "H", "H", "H", "H", "H", "N", "C", "C", "C", "C", "N", "C", "O", "C", "Cl", "C", "Cl", "C", "O"], "coordinates": [[-4.35, -1.86, 5.67], [-3.35, -0.97, 5.09], [-3.65, 0.03, 4.18], [-4.88, 0.44, 3.67], [-4.92, 1.24, 2.54], [-3.73, 1.65, 1.93], [-2.49, 1.24, 2.42], [-2.43, 0.45, 3.57], [-1.40, -0.28, 4.15], [-0.03, -0.35, 3.65], [-1.94, -1.26, 5.06], [-1.68, -2.71, 4.71], [-2.11, -3.26, 3.49], [-1.86, -4.60, 3.17], [-1.15, -5.40, 4.08], [-0.85, -6.85, 3.67], [0.30, -7.31, 4.25], [-1.87, -7.70, 4.06], [-0.70, -7.00, 2.30], [-0.79, -4.89, 5.32], [-1.11, -3.57, 5.64], [-5.37, -1.47, 5.55], [-4.36, -2.84, 5.15], [-4.16, -2.01, 6.74], [-5.79, 0.10, 4.18], [-5.86, 1.55, 2.12], [-3.79, 2.26, 1.04], [-1.55, 1.52, 1.92], [0.19, 0.52, 3.01], [0.72, -0.35, 4.46], [0.11, -1.25, 3.02], [-1.45, -0.95, 6.12], [-2.66, -2.63, 2.78], [-2.21, -4.99, 2.21], [-0.26, -5.55, 6.01], [-0.88, -3.26, 6.64], [-2.76, -2.14, 8.75], [-1.97, -1.42, 8.22], [-1.00, -0.54, 7.49], [-1.16, 0.85, 7.69], [-2.45, 1.39, 7.90], [-3.52, 1.87, 8.08], [-0.04, 1.77, 7.94], [-0.27, 2.97, 8.12], [1.30, 1.18, 8.15], [2.58, 2.25, 8.45], [1.52, -0.14, 7.91], [3.09, -0.82, 7.88], [0.41, -1.07, 7.62], [0.60, -2.31, 7.55]], "homo_energy_ev": -7.688, "orbital_gap_ev": 4.8, "de_lowest_kj_mol": 41.1, "smiles": "CN1c2ccccc2N(C)C1c1ccc(C(F)(F)F)cc1.N#CC1=C(C#N)C(=O)C(Cl)=C(Cl)C1=O"}

4.
{"formula": "C24H15Cl2LiN4O", "method": "wB97M-V/def2-TZVPD", "elements": ["Li", "C", "C", "C", "C", "N", "C", "C", "C", "C", "C", "C", "N", "C", "C", "C", "C", "C", "N", "H", "H", "H", "H", "H", "H", "H", "H", "H", "H", "H", "Cl", "C", "C", "C", "Cl", "C", "C", "C", "C", "N", "C", "C", "O", "H", "H", "H", "H"], "coordinates": [[0.86, -0.49, -0.99], [-3.40, -0.47, -1.87], [-3.64, -0.52, 0.32], [-2.63, -0.34, 1.41], [-1.34, -0.39, 1.05], [-1.05, -0.62, -0.31], [-2.01, -0.28, -2.47], [-0.12, -0.33, 1.86], [-0.06, -0.32, 3.25], [1.19, -0.36, 3.85], [2.33, -0.39, 3.06], [2.18, -0.39, 1.67], [0.98, -0.37, 1.12], [3.29, -0.42, 0.70], [4.63, -0.40, 1.09], [5.61, -0.38, 0.12], [5.24, -0.39, -1.21], [3.88, -0.45, -1.51], [2.94, -0.47, -0.58], [-4.21, -0.60, -2.59], [-4.64, -0.71, 0.72], [-2.97, -0.18, 2.42], [-1.93, 0.24, -3.42], [-0.96, -0.30, 3.85], [1.28, -0.37, 4.92], [3.30, -0.43, 3.53], [4.90, -0.39, 2.14], [6.66, -0.36, 0.41], [5.97, -0.36, -2.00], [3.53, -0.48, -2.53], [-1.12, -3.24, -0.07], [-1.73, -1.78, -0.83], [-3.23, -1.54, -0.78], [-3.63, 0.60, -0.77], [-5.14, 1.53, -0.86], [-2.40, 1.43, -0.76], [-2.19, 2.75, -0.57], [-0.91, 3.28, -0.83], [0.06, 2.44, -1.33], [-0.08, 1.13, -1.54], [-1.31, 0.55, -1.26], [-1.29, -1.53, -2.28], [-0.33, -2.03, -2.84], [-3.83, -2.44, -0.84], [-2.99, 3.39, -0.22], [-0.71, 4.32, -0.66], [1.04, 2.83, -1.58]], "homo_energy_ev": -6.278, "orbital_gap_ev": 5.9, "de_lowest_kj_mol": 295.8}

5.
{"formula": "C24H15Cl64FN2O4S", "method": "wB97M-V/def2-TZVPD", "elements": ["C", "C", "N", "C", "O", "S", "O", "O", "C", "C", "C", "O", "C", "F", "C", "N", "H", "H", "H", "H", "H", "H", "H", "H", "H", "H", "H", "H", "H", "H", "H", "C", "Cl", "Cl", "Cl", "Cl", "C", "Cl", "Cl", "Cl", "Cl", "C", "Cl", "Cl", "Cl", "Cl", "C", "Cl", "Cl", "Cl", "Cl", "C", "Cl", "Cl", "Cl", "Cl", "C", "Cl", "Cl", "Cl", "Cl", "C", "Cl", "Cl", "Cl", "Cl", "C", "Cl", "Cl", "Cl", "Cl", "C", "Cl", "Cl", "Cl", "Cl", "C", "Cl", "Cl", "Cl", "Cl", "C", "Cl", "Cl", "Cl", "Cl", "C", "Cl", "Cl", "Cl", "Cl", "C", "Cl", "Cl", "Cl", "Cl", "C", "Cl", "Cl", "Cl", "Cl", "C", "Cl", "Cl", "Cl", "Cl", "C", "Cl", "Cl", "Cl", "Cl"], "coordinates": [[4.28, -4.40, 2.92], [4.38, -3.47, 1.59], [3.09, -2.76, 1.28], [2.45, -3.38, 0.08], [1.96, -4.73, 0.32], [0.59, -4.77, 1.26], [-0.42, -5.59, 0.50], [0.76, -5.41, 2.60], [-0.17, -3.05, 1.36], [-1.65, -3.13, 1.95], [-1.53, -2.85, 3.53], [-1.30, -1.73, 4.01], [-0.10, -2.49, -0.15], [-0.84, -1.30, -0.36], [1.41, -2.40, -0.66], [1.85, -0.99, -0.49], [4.51, -3.82, 3.87], [4.90, -5.35, 2.82], [3.19, -4.72, 3.00], [5.23, -2.74, 1.81], [4.73, -4.15, 0.76], [2.49, -2.86, 2.11], [3.33, -3.50, -0.65], [0.42, -2.34, 2.02], [-2.38, -2.40, 1.48], [-2.11, -4.17, 1.86], [-1.65, -3.71, 4.29], [-0.61, -3.30, -0.79], [1.43, -2.63, -1.79], [2.86, -0.89, -0.65], [1.58, -0.67, 0.45], [1.17, -3.62, -4.81], [0.61, -3.88, -3.14], [1.82, -1.97, -4.96], [2.43, -4.81, -5.19], [-0.19, -3.81, -5.94], [2.40, 1.35, 4.51], [4.03, 0.86, 4.01], [1.82, 0.26, 5.78], [2.45, 3.01, 5.13], [1.30, 1.28, 3.12], [-0.69, 1.62, -5.44], [0.03, 2.41, -4.02], [-2.40, 2.07, -5.54], [0.15, 2.15, -6.91], [-0.55, -0.15, -5.32], [-3.37, 1.11, 3.81], [-2.27, 0.87, 5.19], [-4.81, 0.09, 4.02], [-3.86, 2.82, 3.73], [-2.53, 0.66, 2.31], [-5.20, 1.95, -0.59], [-4.92, 2.53, 1.06], [-4.85, 3.24, -1.75], [-4.15, 0.56, -0.92], [-6.90, 1.45, -0.76], [6.10, -4.98, -2.31], [5.40, -6.52, -2.83], [4.95, -3.66, -2.63], [6.47, -5.05, -0.58], [7.60, -4.68, -3.22], [-5.52, 6.14, 5.15], [-4.42, 5.88, 6.52], [-6.96, 5.11, 5.34], [-6.01, 7.84, 5.10], [-4.69, 5.71, 3.64], [-2.52, -0.49, -9.29], [-3.91, 0.06, -8.32], [-1.71, -1.83, -8.46], [-3.10, -1.04, -10.88], [-1.38, 0.86, -9.51], [-5.17, 4.31, 10.21], [-3.51, 4.77, 9.78], [-5.88, 5.56, 11.25], [-6.14, 4.15, 8.73], [-5.15, 2.76, 11.08], [-11.09, 4.10, 5.78], [-9.99, 3.84, 7.16], [-12.53, 3.08, 5.98], [-11.58, 5.81, 5.73], [-10.26, 3.68, 4.27], [3.54, 3.21, -0.51], [2.81, 3.50, 1.09], [2.29, 2.67, -1.65], [4.26, 4.72, -1.10], [4.80, 1.97, -0.38], [8.64, -4.72, -7.28], [9.58, -4.06, -5.93], [6.96, -4.14, -7.18], [9.36, -4.18, -8.81], [8.65, -6.49, -7.21], [6.13, 0.01, -7.03], [6.77, 0.93, -8.41], [7.33, -1.17, -6.49], [5.75, 1.13, -5.70], [4.65, -0.83, -7.53], [-5.38, -4.11, 0.05], [-5.92, -4.34, 1.73], [-4.70, -2.48, -0.13], [-4.13, -5.32, -0.34], [-6.75, -4.31, -1.05], [-5.37, 6.81, -0.10], [-6.37, 7.21, -1.51], [-3.72, 6.42, -0.63], [-5.31, 8.21, 1.00], [-6.06, 5.42, 0.75], [7.81, 7.19, -0.25], [9.32, 7.13, -1.18], [6.48, 7.74, -1.30], [7.44, 5.57, 0.38], [7.99, 8.33, 1.10]], "homo_energy_ev": -9.396, "orbital_gap_ev": 9.3}

6.
{"formula": "C24H15ClFN5O2S", "method": "wB97M-V/def2-TZVPD", "elements": ["O", "C", "N", "C", "C", "C", "C", "F", "C", "C", "C", "N", "C", "C", "C", "C", "C", "C", "C", "N", "N", "C", "S", "C", "C", "C", "C", "C", "C", "C", "Cl", "N", "C", "O", "H", "H", "H", "H", "H", "H", "H", "H", "H", "H", "H", "H", "H", "H", "H"], "coordinates": [[4.82, 0.96, 1.95], [3.83, 1.28, 1.34], [3.45, 2.53, 0.97], [2.39, 2.51, 0.08], [1.80, 3.58, -0.57], [0.79, 3.31, -1.48], [0.41, 2.00, -1.73], [-0.54, 1.77, -2.65], [0.98, 0.92, -1.07], [1.97, 1.19, -0.15], [2.75, 0.30, 0.80], [3.35, -0.85, 0.27], [2.71, -2.03, -0.08], [3.51, -3.00, -0.70], [2.98, -4.18, -1.17], [1.61, -4.41, -1.06], [0.81, -3.47, -0.44], [1.34, -2.28, 0.08], [0.39, -1.43, 0.81], [-0.90, -1.70, 0.61], [-1.83, -1.10, 1.26], [-1.49, -0.23, 2.20], [-2.75, 0.53, 3.13], [-4.20, 0.05, 2.10], [-4.02, 0.48, 0.68], [-3.63, 1.79, 0.40], [-3.41, 2.21, -0.90], [-3.59, 1.32, -1.95], [-3.99, 0.02, -1.69], [-4.21, -0.39, -0.39], [-4.72, -2.01, -0.12], [-0.25, 0.16, 2.45], [0.70, -0.41, 1.74], [1.94, 0.06, 1.98], [3.95, 3.36, 1.23], [2.12, 4.59, -0.38], [0.30, 4.11, -2.02], [0.66, -0.08, -1.31], [4.33, -0.96, 0.54], [4.57, -2.81, -0.79], [3.62, -4.91, -1.63], [1.18, -5.32, -1.44], [-0.24, -3.64, -0.32], [-5.04, 0.55, 2.58], [-4.31, -1.03, 2.17], [-3.48, 2.47, 1.22], [-3.10, 3.22, -1.09], [-3.41, 1.64, -2.96], [-4.13, -0.68, -2.50]], "homo_energy_ev": -8.252, "orbital_gap_ev": 8.2, "de_lowest_kj_mol": 1.4, "smiles": "O=C1Nc2ccc(F)cc2[C@@]12Nc1ccccc1-c1nnc(SCc3ccccc3Cl)nc1O2"}

7.
{"formula": "C24H15N10O2Tl", "method": "wB97M-V/def2-TZVPD", "elements": ["Tl", "O", "C", "C", "C", "C", "C", "C", "C", "N", "N", "C", "O", "C", "C", "C", "C", "C", "C", "H", "H", "H", "H", "H", "H", "H", "H", "H", "H", "N", "C", "N", "C", "N", "C", "C", "N", "C", "C", "N", "H", "H", "H", "H", "H", "N", "C", "C", "C", "N", "C", "N"], "coordinates": [[0.08, 0.74, -1.39], [1.18, 2.61, -0.27], [1.94, 2.53, 0.75], [3.28, 1.96, 0.70], [4.13, 2.46, 1.68], [3.75, 3.24, 2.77], [2.41, 3.51, 2.96], [1.46, 2.97, 2.08], [0.09, 2.87, 2.49], [-0.76, 2.14, 1.72], [-1.90, 1.68, 2.16], [-2.42, 0.77, 1.24], [-1.87, 0.38, 0.20], [-3.66, 0.11, 1.66], [-4.55, 0.69, 2.56], [-5.47, -0.18, 3.13], [-5.48, -1.49, 2.76], [-4.78, -1.99, 1.70], [-3.87, -1.18, 1.09], [3.52, 1.31, -0.14], [5.17, 2.17, 1.65], [4.46, 3.64, 3.47], [2.10, 4.04, 3.85], [-0.26, 3.34, 3.35], [-4.37, 1.72, 2.88], [-6.19, 0.13, 3.94], [-6.12, -2.16, 3.30], [-4.89, -3.09, 1.43], [-3.36, -1.44, 0.15], [2.92, -3.47, -4.30], [2.08, -2.45, -4.06], [1.70, -2.54, -2.81], [2.33, -3.62, -2.32], [3.12, -4.27, -3.25], [2.42, -3.91, -0.89], [3.14, -5.05, -0.48], [3.22, -5.44, 0.80], [2.60, -4.66, 1.69], [1.86, -3.59, 1.30], [1.74, -3.24, 0.03], [3.45, -3.71, -5.14], [1.67, -1.68, -4.71], [3.63, -5.65, -1.25], [2.67, -4.97, 2.72], [1.31, -3.02, 2.06], [-0.33, 2.72, -2.96], [-1.03, 3.30, -3.74], [-1.83, 3.95, -4.66], [-2.72, 3.26, -5.54], [-3.54, 2.83, -6.24], [-1.97, 5.30, -4.91], [-2.05, 6.42, -5.22]], "homo_energy_ev": [-6.982, -6.982], "orbital_gap_ev": [3.5, 3.4], "de_lowest_kj_mol": 0.0}

8.
{"formula": "C24H16BrMoN6", "method": "wB97M-V/def2-TZVPD", "elements": ["Mo", "C", "C", "N", "C", "C", "N", "C", "C", "C", "C", "C", "N", "C", "C", "N", "C", "C", "N", "C", "C", "C", "N", "C", "C", "H", "H", "H", "H", "H", "H", "H", "H", "H", "H", "H", "H", "Br", "C", "C", "C", "C", "C", "C", "H", "H", "H", "H"], "coordinates": [[-0.01, 0.20, -2.08], [4.34, -0.57, -2.17], [3.03, -0.34, -2.57], [2.03, -0.36, -1.68], [2.33, -0.63, -0.39], [3.65, -0.85, -0.02], [4.64, -0.81, -0.90], [1.17, -0.73, 0.51], [1.20, -1.08, 1.84], [0.00, -1.25, 2.54], [-1.20, -1.09, 1.85], [-1.18, -0.72, 0.52], [-0.01, -0.51, -0.12], [-2.35, -0.59, -0.36], [-3.67, -0.77, 0.02], [-4.67, -0.70, -0.84], [-4.39, -0.46, -2.11], [-3.07, -0.26, -2.53], [-2.07, -0.32, -1.66], [0.01, -1.62, 3.98], [1.00, -1.12, 4.83], [0.97, -1.48, 6.17], [0.03, -2.30, 6.58], [-0.92, -2.82, 5.84], [-0.97, -2.48, 4.49], [5.15, -0.55, -2.88], [2.79, -0.13, -3.60], [3.92, -1.06, 1.01], [2.14, -1.28, 2.33], [-2.15, -1.23, 2.36], [-3.93, -0.98, 1.05], [-5.20, -0.43, -2.82], [-2.84, -0.06, -3.57], [1.76, -0.43, 4.49], [1.69, -1.11, 6.89], [-1.63, -3.50, 6.30], [-1.73, -2.93, 3.87], [0.04, 5.66, -5.22], [0.02, 4.21, -4.08], [0.01, 4.45, -2.67], [0.00, 3.42, -1.78], [0.00, 2.10, -2.29], [0.01, 1.88, -3.69], [0.02, 2.92, -4.60], [0.02, 5.48, -2.33], [-0.01, 3.61, -0.72], [0.00, 0.85, -4.11], [0.03, 2.76, -5.66]], "homo_energy_ev": [-16.077, -16.070], "orbital_gap_ev": [3.9, 4.5], "de_lowest_kj_mol": 0.0, "s2": 2.0728, "total_charge": 3, "spin_multiplicity": 3}